(1)
Entry from the OMol25 dataset: a 2-piece molecular cluster, C5H8 overall in a non-equilibrium geometry (ωB97M-V/def2-TZVPD).

The structure (SMILES) is C=CC.C#C. The HOMO-LUMO gap is 10.6 eV. The value obtained for the LUMO energy is 1.217 eV. Its maximum force is 2.7 eV/A.

Last column: natural (NBO) charge in e.
Atoms and positions in Å:
C 1.1878 1.4165 0.3079  -0.42
C 0.8455 0.1495 0.4602  -0.15
C 1.4957 -1.0041 -0.1963  -0.65
H 1.9619 1.6195 -0.3321  0.18
H 0.6919 2.2642 0.8053  0.20
H 0.0409 -0.0872 1.1667  0.19
H 2.0923 -0.6124 -1.0119  0.21
H 2.1750 -1.4163 0.5778  0.22
H 0.7817 -1.7980 -0.4601  0.22
C -2.7895 0.2853 -0.8059  -0.22
C -2.5447 -0.5835 -0.0104  -0.25
H -3.2469 0.9889 -1.3849  0.22
H -2.6915 -1.2225 0.8837  0.25

(2)
Entry from the OMol25 dataset: C5H8BN3 in the gas phase in a non-equilibrium geometry (ωB97M-V/def2-TZVPD).

The HOMO-LUMO gap (spin up / spin down) is 7.8 / 6.3 eV. The value obtained for the LUMO energy (spin up / spin down) is -0.049 / -0.821 eV. Its maximum force is 5.0 eV/A.

Last column: natural (NBO) charge in e.
Atoms and positions in Å:
B -0.8868 -0.2006 0.4817  0.75
C 3.7323 -0.6234 0.1817  0.14
C 2.1298 0.6989 -0.0012  0.22
C 1.4875 1.8799 -0.0695  -0.33
C 0.3302 -1.0163 -0.1439  -0.65
C -2.3851 -0.0795 0.3157  -1.15
N 3.4523 0.6974 0.1793  -0.45
N 2.7567 -1.4303 0.0414  -0.27
N 1.7085 -0.6165 -0.0740  -0.17
H 4.8169 -0.9639 0.1288  0.20
H 0.4151 1.9428 -0.1147  0.19
H 2.1403 2.7073 0.0307  0.22
H 0.3032 -2.0396 0.1364  0.27
H 0.0098 -0.9934 -1.2581  0.23
H -2.8014 -0.5867 -0.6103  0.23
H -2.5596 1.0350 0.1195  0.27
H -3.0217 -0.6074 1.2102  0.29

(3)
Entry from the OMol25 dataset: a 2-piece molecular cluster, C5H8BNO2 overall in a non-equilibrium geometry (ωB97M-V/def2-TZVPD).

The HOMO-LUMO gap is 7.7 eV. The value obtained for the LUMO energy is -0.181 eV. Its maximum force is 2.5 eV/A.

Last column: natural (NBO) charge in e.
Atoms and positions in Å:
B 0.1508 0.4391 2.7352  1.24
C 0.0431 -1.9399 -0.4189  -0.54
C 0.9442 -0.7793 -0.7801  -0.32
C -1.2757 -1.4071 -0.6942  0.13
C 0.2786 0.0511 -1.6473  -0.21
C -0.3283 2.2494 1.0977  -0.26
N -1.0658 -0.3736 -1.4974  -0.47
O -0.0036 -0.6794 3.1478  -0.87
O 0.3479 1.5684 2.1654  -0.74
H 0.1606 -2.4725 0.4753  0.26
H 1.9935 -0.5917 -0.7123  0.23
H -2.1249 -2.0208 -0.6156  0.21
H 0.4270 2.2500 0.2494  0.22
H -0.5063 3.3677 1.3225  0.21
H -1.1684 1.5302 0.7507  0.19
H -1.8035 0.2326 -1.8965  0.42
H 0.1916 -2.5132 -1.3645  0.31

(4)
Entry from the OMol25 dataset: C5H8Br3NO2 as an isolated structure in a non-equilibrium geometry (ωB97M-V/def2-TZVPD).

The HOMO-LUMO gap (spin up / spin down) is 8.0 / 8.0 eV. The value obtained for the LUMO energy (spin up / spin down) is -1.603 / -1.603 eV. Its maximum force is 4.5 eV/A.

Last column: natural (NBO) charge in e.
Atoms and positions in Å:
C -1.3184 -1.2077 -0.6042  -0.63
C 1.6130 0.4134 1.9467  -0.71
C -1.2873 0.2366 0.0091  -0.32
C -0.1319 0.9996 -0.4243  -0.19
C 1.7854 0.2581 0.4284  0.03
N 1.8007 -1.0434 -0.0433  0.41
O 1.2347 -1.8734 0.6733  -0.41
O 2.1774 -1.3246 -1.1739  -0.37
Br -2.9408 1.2945 -0.3878  -0.01
Br -0.1294 2.7568 0.2001  0.12
Br 2.9048 1.4720 -0.4760  0.14
H -2.2851 -1.7164 -0.3952  0.24
H -1.1337 -1.2054 -1.6405  0.22
H -0.3836 -1.6926 -0.2584  0.25
H 1.4929 -0.6291 2.3309  0.27
H 2.6705 0.6953 2.3546  0.24
H 0.7279 1.0648 2.1931  0.24
H -1.2923 0.1109 1.0683  0.23
H 0.3141 1.0634 -1.4575  0.25

(5)
Entry from the OMol25 dataset: C5H8BrCl as an isolated structure in a non-equilibrium geometry (ωB97M-V/def2-TZVPD).

The HOMO-LUMO gap is 10.4 eV. The value obtained for the LUMO energy is 0.837 eV. Its maximum force is 5.6 eV/A.

Last column: natural (NBO) charge in e.
Atoms and positions in Å:
C 0.4530 -1.9924 1.1108  -0.44
C 0.1471 -1.4431 0.0042  -0.13
C -0.2112 1.0296 -1.3935  -0.71
C 0.3216 1.1676 1.0665  -0.48
C -0.4238 0.4812 -0.0708  0.04
Cl 2.0047 0.9763 0.8400  0.00
Br -2.3623 0.4613 0.3797  -0.01
H 0.8388 -3.0456 1.3520  0.22
H 0.5475 -1.5206 2.0478  0.20
H -0.0529 -1.9055 -0.9518  0.20
H -0.4244 2.0672 -1.2533  0.22
H 0.8204 0.9977 -1.6559  0.24
H -0.7513 0.6765 -2.2232  0.23
H -0.0271 2.2323 1.1527  0.23
H -0.0289 0.6173 1.8253  0.22

(6)
Entry from the OMol25 dataset: an isolated ion of composition C5H8BrN2 and charge +1 in a non-equilibrium geometry (ωB97M-V/def2-TZVPD).

Its charge is +1. The structure (SMILES) is N[C@]1(Br)CC=CC=[NH+]1. The HOMO-LUMO gap is 7.3 eV. The value obtained for the LUMO energy is -6.066 eV. Its maximum force is 4.0 eV/A.

Last column: natural (NBO) charge in e.
Atoms and positions in Å:
N -0.7948 1.9986 -0.2836  -0.78
C -0.6885 0.6156 -0.1266  0.46
Br -2.9148 -0.1685 0.0243  -0.26
C 0.0177 0.2085 1.1488  -0.59
C 0.9498 -0.9457 1.1130  0.09
C 1.3304 -1.4729 -0.0659  -0.36
C 0.6708 -1.0280 -1.1958  0.27
N -0.1996 -0.0253 -1.2667  -0.50
H -0.9705 2.4296 0.6028  0.42
H -1.2082 2.2315 -1.1537  0.41
H -0.7488 0.3265 2.0038  0.32
H 0.5827 1.0187 1.5236  0.29
H 1.4395 -1.4187 1.9451  0.26
H 1.9868 -2.3343 0.0246  0.28
H 1.0046 -1.4531 -2.0762  0.23
H -0.4572 0.0176 -2.2175  0.45

(7)
Entry from the OMol25 dataset: a 2-piece molecular cluster, C5H8BrOS overall in a non-equilibrium geometry (ωB97M-V/def2-TZVPD).

Its charge is -1. The HOMO-LUMO gap is 6.7 eV. The value obtained for the LUMO energy is 3.419 eV. Its maximum force is 3.1 eV/A.

Last column: natural (NBO) charge in e.
Atoms and positions in Å:
C 0.8051 0.3101 1.1397  0.38
C -0.7899 -2.1540 -1.1570  -0.44
C -0.7415 2.0852 0.0780  -0.65
C 0.3467 -1.6561 -1.5174  -0.35
C 0.4579 1.1850 0.1652  -0.29
O 1.7246 -0.5197 1.3086  -0.73
S -0.3796 0.3521 2.7538  -0.34
Br 2.0095 1.5014 -1.0802  -0.12
H -1.4663 -2.4941 -1.9536  0.18
H -0.9439 -2.2172 -0.0978  0.21
H 0.2973 -0.3350 3.6062  0.12
H -1.1771 1.9276 1.1638  0.24
H -0.4589 3.0963 -0.2511  0.20
H -1.4156 1.7500 -0.7340  0.19
H 1.1606 -1.4981 -0.8677  0.22
H 0.5711 -1.3336 -2.5565  0.17

(8)
Entry from the OMol25 dataset: C5H8Cl2N2O as an isolated structure in a non-equilibrium geometry (ωB97M-V/def2-TZVPD).

The HOMO-LUMO gap is 10.0 eV. The value obtained for the LUMO energy is 0.616 eV. Its maximum force is 4.7 eV/A.

Last column: natural (NBO) charge in e.
Atoms and positions in Å:
C 2.0175 -1.3501 -0.3632  0.27
C 1.8138 1.5594 0.0509  -0.12
C 1.0343 0.3306 0.1226  0.14
C -0.3946 0.0400 -0.5070  -0.50
C -1.4936 -0.3817 0.5401  -0.08
N 1.7323 -1.7297 -1.4909  -0.67
N 1.3466 1.0611 1.3270  -0.58
O -2.7487 0.2352 0.3958  -0.69
Cl 3.1516 -1.7800 0.8308  0.02
Cl 3.4570 1.2908 -0.4594  -0.05
H 1.5756 2.5009 -0.2864  0.22
H -0.0766 -0.8117 -1.2987  0.26
H -0.7744 0.9335 -1.0636  0.22
H -1.4944 -1.4016 0.8097  0.17
H -1.1596 0.0673 1.5235  0.17
H 2.0201 -2.5634 -1.9104  0.38
H 2.0159 0.4975 1.7974  0.38
H -2.7933 0.2285 -0.5933  0.46

(9)
Entry from the OMol25 dataset: C5H8ClI in the gas phase in a non-equilibrium geometry (ωB97M-V/def2-TZVPD).

The structure (SMILES) is C[C@@H]1C[C@@H]1[C@H](Cl)I. The HOMO-LUMO gap is 9.6 eV. The value obtained for the LUMO energy is 0.133 eV. Its maximum force is 4.0 eV/A.

Last column: natural (NBO) charge in e.
Atoms and positions in Å:
C -0.7220 0.4905 1.2736  -0.60
C -0.5291 0.3212 -0.2117  -0.17
C -0.0628 -0.8996 -0.9547  -0.42
C 0.8078 0.3228 -1.0318  -0.28
C 2.2172 0.2200 -0.3983  -0.33
Cl 2.9185 1.8043 -0.3803  0.02
I 3.5979 -1.2161 -1.4194  0.06
H -0.0537 -0.2245 1.6652  0.20
H -1.7095 0.1692 1.3325  0.22
H -0.5336 1.4790 1.4646  0.22
H -1.1759 0.9298 -0.6634  0.20
H 0.3021 -1.6244 -0.3682  0.21
H -0.5522 -1.1063 -1.8615  0.22
H 0.8266 0.9141 -2.0483  0.23
H 2.0171 -0.3005 0.6018  0.23

(10)
Entry from the OMol25 dataset: C5H8ClNO as an isolated structure in a non-equilibrium geometry (ωB97M-V/def2-TZVPD).

The HOMO-LUMO gap is 10.5 eV. The value obtained for the LUMO energy is 0.914 eV. Its maximum force is 4.1 eV/A.

Last column: natural (NBO) charge in e.
Atoms and positions in Å:
C 0.1666 -1.4863 -1.2268  0.66
C -0.3915 -0.1014 -0.8943  -0.20
C 0.9022 0.2753 -2.3528  -0.06
C -0.8276 -0.1279 1.5487  -0.60
C 0.0282 0.4649 0.4269  -0.43
N 1.0962 -1.1221 -2.1533  -0.65
O -0.0900 -2.5681 -0.7790  -0.58
Cl 0.1853 0.7307 -3.8795  -0.04
H -1.4060 0.1096 -1.2112  0.23
H 1.7087 0.9517 -2.0876  0.20
H -0.4418 0.1998 2.5110  0.21
H -0.7981 -1.2125 1.5040  0.23
H -1.8617 0.1952 1.4481  0.20
H 1.0771 0.2221 0.6100  0.21
H -0.0774 1.5514 0.4239  0.21
H 1.7310 -1.7137 -2.6742  0.41

(11)
Entry from the OMol25 dataset: a 2-piece molecular cluster, C5H8ClNO3 overall in a non-equilibrium geometry (ωB97M-V/def2-TZVPD).

The HOMO-LUMO gap is 8.1 eV. The value obtained for the LUMO energy is 0.365 eV. Its maximum force is 5.1 eV/A.

Last column: natural (NBO) charge in e.
Atoms and positions in Å:
C 3.1170 0.9244 0.2070  1.05
C -1.6863 0.0219 0.5348  -0.46
C -0.9411 1.1986 0.0322  -0.22
C -0.6413 -1.1582 0.5845  0.01
C 0.6093 -0.4596 0.1287  -0.20
N 0.0526 0.5267 -0.8445  -0.58
O 3.0141 1.5965 -0.7264  -0.57
O 3.3815 0.3680 1.1778  -0.49
O -1.0934 -2.2544 -0.1384  -0.71
Cl 1.7775 -1.6036 -0.8447  -0.20
H -2.3821 0.1645 1.3079  0.24
H -2.4680 -0.4116 -0.1754  0.23
H -1.5975 2.0053 -0.4934  0.21
H -0.3911 1.7337 0.7400  0.22
H -0.4778 -1.3898 1.6660  0.18
H -0.6310 0.1539 -1.6222  0.38
H 0.6997 1.2883 -1.2363  0.45
H -0.3420 -2.7048 -0.2977  0.47

(12)
Entry from the OMol25 dataset: a 2-piece molecular cluster, C5H8ClNS overall in a non-equilibrium geometry (ωB97M-V/def2-TZVPD).

The HOMO-LUMO gap (spin up / spin down) is 7.9 / 6.5 eV. The value obtained for the LUMO energy (spin up / spin down) is -0.357 / -1.290 eV. Its maximum force is 5.2 eV/A.

Last column: natural (NBO) charge in e.
Atoms and positions in Å:
C 1.5721 -0.1316 0.0526  -0.11
C 0.5335 0.6326 0.6101  -0.20
C -2.5729 -0.1759 -0.6543  0.28
C 1.8267 -0.1795 -1.4006  -0.68
C 0.1845 0.5295 2.0936  -0.67
N -2.5205 -0.5362 -1.8174  -0.64
S -0.4869 1.7089 -0.3160  0.00
Cl -3.1703 -0.4892 0.8781  0.07
H 1.9029 -0.7879 0.8691  0.20
H 1.2529 0.5915 -1.8532  0.24
H 2.7720 0.1527 -1.6391  0.23
H 1.4003 -1.0717 -1.8069  0.23
H -0.0325 -0.5521 2.2747  0.21
H 0.9990 0.6054 2.8244  0.23
H -0.7071 0.9767 2.1799  0.23
H -2.9540 -1.2732 -2.2951  0.38

Q: Look up the maximum force of the tenth one.
A: 4.1 eV/A

Please write out number 8 again, unchanged.
Entry from the OMol25 dataset: C5H8Cl2N2O as an isolated structure in a non-equilibrium geometry (ωB97M-V/def2-TZVPD).

The HOMO-LUMO gap is 10.0 eV. The value obtained for the LUMO energy is 0.616 eV. Its maximum force is 4.7 eV/A.

Last column: natural (NBO) charge in e.
Atoms and positions in Å:
C 2.0175 -1.3501 -0.3632  0.27
C 1.8138 1.5594 0.0509  -0.12
C 1.0343 0.3306 0.1226  0.14
C -0.3946 0.0400 -0.5070  -0.50
C -1.4936 -0.3817 0.5401  -0.08
N 1.7323 -1.7297 -1.4909  -0.67
N 1.3466 1.0611 1.3270  -0.58
O -2.7487 0.2352 0.3958  -0.69
Cl 3.1516 -1.7800 0.8308  0.02
Cl 3.4570 1.2908 -0.4594  -0.05
H 1.5756 2.5009 -0.2864  0.22
H -0.0766 -0.8117 -1.2987  0.26
H -0.7744 0.9335 -1.0636  0.22
H -1.4944 -1.4016 0.8097  0.17
H -1.1596 0.0673 1.5235  0.17
H 2.0201 -2.5634 -1.9104  0.38
H 2.0159 0.4975 1.7974  0.38
H -2.7933 0.2285 -0.5933  0.46